{
  "formula": "C29H22Cl2F5N2O6PS2Zr",
  "method": "ωB97M-V/def2-TZVPD",
  "relative_energy_ev": 0.0908,
  "max_force_ev_per_a": 1.052,
  "lumo_ha": -0.0068,
  "orbital_gap_ev": 8.27,
  "e_tot_ha": -4283.974312,
  "e_homo_ha": -0.311,
  "species": ["Zr", "N", "C", "C", "O", "N", "C", "C", "O", "O", "H", "H", "H", "H", "H", "H", "O", "S", "O", "O", "C", "C", "C", "C", "C", "C", "P", "C", "C", "C", "C", "C", "C", "C", "C", "C", "C", "C", "C", "H", "H", "H", "H", "H", "H", "H", "H", "H", "H", "H", "H", "H", "H", "F", "C", "C", "F", "C", "F", "C", "S", "C", "F", "C", "F", "Cl", "C", "Cl", "H", "H"],
  "xyz": [[0.5300, -1.3939, 0.4357], [-1.5523, -1.2902, -0.6034], [-2.6733, -0.8614, 0.2495], [-2.1454, 0.0012, 1.3843], [-2.9145, 0.6375, 2.0894], [-0.8003, -0.0457, 1.5088], [-0.2570, 0.7056, 2.6287], [1.1455, 0.2011, 2.9030], [1.8993, 0.7070, 3.6919], [1.4623, -0.8620, 2.1610], [-1.6931, -2.2181, -0.9940], [-1.4450, -0.6589, -1.3935], [-3.4150, -0.2937, -0.3114], [-3.1648, -1.7342, 0.6788], [-0.2062, 1.7803, 2.4321], [-0.8663, 0.5856, 3.5282], [0.8547, -1.4755, -1.8778], [2.2507, -0.9462, -1.9216], [3.2056, -1.7943, -2.5555], [2.5223, -0.6423, -0.4885], [2.2232, 0.5687, -2.8402], [3.0249, 0.6417, -3.9723], [3.0153, 1.7976, -4.7332], [2.2139, 2.8699, -4.3628], [1.4241, 2.7886, -3.2281], [1.4141, 1.6331, -2.4510], [0.4307, 1.5005, -0.9162], [-1.2536, 1.9199, -1.4665], [-1.7036, 1.5798, -2.7438], [-3.0392, 1.7461, -3.0838], [-3.9370, 2.2562, -2.1560], [-3.4975, 2.5944, -0.8833], [-2.1663, 2.4227, -0.5377], [1.0012, 2.9360, 0.0416], [0.4627, 4.2170, -0.0622], [0.9829, 5.2488, 0.7031], [2.0382, 5.0089, 1.5738], [2.5798, 3.7365, 1.6803], [2.0638, 2.7030, 0.9139], [3.6424, -0.2038, -4.2380], [3.6384, 1.8626, -5.6149], [2.2082, 3.7743, -4.9568], [0.8086, 3.6302, -2.9358], [-1.0086, 1.1846, -3.4756], [-3.3759, 1.4811, -4.0777], [-4.9771, 2.3871, -2.4240], [-4.1924, 2.9743, -0.1462], [-1.8444, 2.6701, 0.4663], [-0.3743, 4.4042, -0.7238], [0.5589, 6.2415, 0.6261], [2.4324, 5.8159, 2.1774], [3.3875, 3.5387, 2.3717], [2.4867, 1.7079, 0.9951], [-3.1268, -6.4873, 3.8687], [-2.3688, -5.9040, 2.9428], [-2.1119, -4.5461, 3.0048], [-2.6142, -3.8067, 3.9915], [-1.3223, -3.9804, 2.0258], [-1.0652, -2.6474, 2.0908], [-0.7662, -4.6822, 0.9742], [0.2144, -3.9063, -0.2357], [-1.0432, -6.0478, 0.9429], [-0.5457, -6.8035, -0.0354], [-1.8298, -6.6517, 1.9067], [-2.0767, -7.9591, 1.8466], [1.6467, -4.0957, 3.2417], [3.1591, -3.2650, 2.8313], [3.3531, -3.1900, 1.0773], [3.9894, -3.8172, 3.2539], [3.1031, -2.2498, 3.2073]],
  "forces_ev_per_angstrom": [[0.0, 1.0, -0.4], [-0.1, -0.2, -0.1], [0.1, 0.1, 0.0], [-0.1, 0.0, 0.0], [0.0, 0.0, 0.0], [0.0, 0.0, 0.0], [0.0, -0.2, 0.0], [0.0, 0.1, 0.2], [0.0, -0.1, 0.0], [0.1, -0.2, -0.4], [0.0, 0.0, 0.0], [0.0, 0.0, 0.0], [0.0, 0.0, 0.0], [0.0, 0.0, 0.0], [0.0, 0.0, 0.0], [0.0, 0.0, 0.0], [-0.1, 0.0, 0.1], [0.3, -0.4, -0.1], [0.0, 0.0, 0.0], [-0.1, 0.0, 0.3], [-0.1, 0.0, 0.0], [0.0, -0.1, 0.0], [0.0, 0.1, 0.0], [0.0, 0.0, 0.0], [0.0, -0.1, 0.1], [0.0, 0.1, 0.0], [-0.2, -0.2, 0.2], [0.1, 0.0, 0.0], [0.0, 0.0, 0.0], [0.0, 0.0, 0.0], [0.0, 0.0, 0.0], [0.0, 0.0, 0.0], [0.0, 0.0, 0.0], [0.0, 0.0, 0.0], [0.0, 0.0, 0.0], [0.0, 0.0, 0.0], [0.0, 0.0, 0.0], [0.0, 0.0, 0.0], [0.0, 0.0, 0.0], [0.0, 0.0, 0.0], [0.0, 0.0, 0.0], [0.0, 0.0, 0.0], [0.0, 0.0, 0.0], [0.0, 0.0, 0.0], [0.0, 0.0, 0.0], [0.0, 0.0, 0.0], [0.0, 0.0, 0.0], [0.0, 0.0, 0.0], [0.0, 0.0, 0.0], [0.0, 0.0, 0.0], [0.0, 0.0, 0.0], [0.0, 0.0, 0.0], [0.0, 0.0, 0.0], [0.0, 0.0, 0.0], [0.0, 0.0, 0.0], [0.0, 0.0, 0.0], [0.0, 0.0, 0.0], [0.0, 0.0, 0.0], [0.0, 0.0, 0.1], [-0.1, -0.2, 0.1], [0.1, 0.2, -0.1], [0.0, 0.1, 0.0], [0.0, 0.0, 0.0], [0.0, 0.0, 0.0], [0.0, 0.0, 0.0], [0.1, 0.0, 0.2], [-0.1, 0.1, 0.0], [0.3, 0.0, 0.1], [0.0, -0.1, 0.0], [0.0, 0.0, 0.0]]
}